(1)
Molecular formula: C4H8O4
Method: DFT, the ωB97M-V functional and the def2-TZVPD basis

Last column: Löwdin charge in e.
Positions of all 16 atoms, in Å:
C -2.257 1.190 -0.166  0.016
C -2.377 -0.110 -0.900  -0.525
O -3.388 -0.689 -1.167  0.126
O -1.216 -0.690 -1.301  0.010
O -0.046 0.001 -0.908  -0.029
H -1.731 1.914 -0.787  0.094
H -3.250 1.554 0.079  0.092
H -1.673 1.044 0.740  0.090
H 0.577 -0.161 -1.636  0.120
C 2.210 -1.219 0.945  -0.056
C 2.181 0.258 0.726  -0.341
O 2.445 0.816 -0.302  0.036
H 1.211 -1.557 1.218  0.082
H 2.545 -1.739 0.051  0.084
H 2.875 -1.445 1.778  0.080
H 1.895 0.834 1.628  0.121

Its orbital gap is 10.92 eV. Its energy relative to the best compared isomer or geometry (same formula, charge and spin) is 101.7 kcal/mol. The LUMO energy is 0.711 eV. The largest force on an atom is 1.3 eV Å⁻¹.

***

(2)
Molecular formula: C4H14N3
Method: DFT, the ωB97M-V functional and the def2-TZVPD basis

Last column: Löwdin charge in e.
Positions of all 21 atoms, in Å:
N -3.030 -1.581 0.117  -0.006
C -1.719 -1.039 0.026  -0.392
N -1.577 0.470 0.059  0.049
H -3.579 -1.109 0.843  0.063
H -3.507 -1.484 -0.781  0.064
H -1.050 -1.401 0.817  0.102
H -1.157 -1.311 -0.871  0.104
H -2.287 0.907 -0.500  0.028
H -1.635 0.822 1.016  0.017
C 2.251 0.905 1.090  -0.098
C 1.746 0.312 -0.200  -0.464
C 2.010 -0.945 -0.593  -0.004
N 0.817 1.170 -0.966  0.010
H 2.847 0.162 1.680  0.086
H 2.824 1.845 1.033  0.080
H 1.346 1.166 1.728  0.056
H 2.276 -1.230 -1.602  0.050
H 2.161 -1.665 0.235  0.064
H 1.053 2.179 -0.870  0.091
H -0.696 0.866 -0.303  0.017
H 0.905 0.958 -1.960  0.084

As for the spin multiplicity: 2. Its orbital gap (spin up / spin down) is 3.98 / 9.52 eV. Its energy relative to the best compared isomer or geometry (same formula, charge and spin) is 57.6 kcal/mol. The LUMO energy (spin up / spin down) is 0.990 / 0.639 eV. Its expectation value of S² is 0.751. The largest force on an atom is 2.9 eV Å⁻¹.

***

Look up the energy relative to the best compared isomer or geometry (same formula, charge and spin) of the first one. 101.7 kcal/mol